One molecule with the formula C18H21FN4OS. Source: the OMol25 dataset; level of theory: ωB97M-V with the def2-TZVPD basis set.

CARTESIAN COORDINATES (ANGSTROEM)
S: 0.72 -3.38 1.54
F: -0.12 -3.65 -2.77
O: 0.54 5.37 1.07
N: -0.90 -2.33 -0.30
N: 1.59 2.55 0.81
N: -0.71 -4.67 -0.19
N: -0.41 -1.07 -0.10
C: 0.18 -1.74 2.16
C: 0.98 1.31 -1.27
C: -0.57 6.22 0.94
C: -2.38 -6.03 -1.22
C: -1.40 -5.04 -1.32
C: -1.08 -4.60 -2.61
C: 1.58 2.38 2.18
C: 2.08 3.41 3.12
C: -3.02 -6.52 -2.34
C: 1.06 1.45 0.21
C: 2.02 3.74 0.13
C: 0.72 0.54 1.20
C: -2.69 -6.06 -3.60
C: -1.70 -5.10 -3.74
C: 1.05 1.15 2.44
C: -0.40 -3.50 0.19
C: 0.14 -0.77 1.02
C: 0.86 4.71 -0.13
H: -1.41 -4.72 -4.71
H: -0.01 4.16 -0.51
H: -0.39 7.01 0.20
H: -2.63 -6.39 -0.23
H: 0.90 0.73 3.42
H: 2.77 4.25 0.74
H: 1.94 1.50 -1.74
H: 1.16 5.44 -0.90
H: 0.66 0.29 -1.50
H: 0.90 -1.46 2.93
H: 1.86 3.11 4.14
H: -1.40 -2.39 -1.18
H: 0.24 1.99 -1.69
H: -3.18 -6.45 -4.47
H: -3.78 -7.28 -2.22
H: -0.73 6.68 1.92
H: -1.47 5.67 0.65
H: 2.47 3.46 -0.83
H: -0.81 -1.87 2.60
H: 1.60 4.37 2.92
H: 3.16 3.54 3.02

Output
- Kohn-Sham gap: 8.2 eV
- LUMO energy: 0.74 eV
- ΔE to the lowest compared entry with this formula, charge and spin: 116.9 kJ/mol
- Electronic energy: -40566.27039 eV
- SMILES string: COCCn1c(C)cc(C2=NN/C(=N\c3ccccc3F)SC2)c1C
- Spin multiplicity: 1


C53H44AsF10N6O4PReS as an isolated structure. Source: the OMol25 dataset; level of theory: ωB97M-V with the def2-TZVPD basis set.

CARTESIAN COORDINATES (ANGSTROEM)
Re: 0.06 1.30 0.34
As: 0.45 -6.87 1.73
S: -6.84 7.72 0.24
P: 0.81 -3.28 0.09
F: 1.96 -1.17 -3.82
F: -0.13 3.72 -4.32
F: 1.12 6.17 -4.40
F: 4.63 -1.72 -3.63
F: 0.65 -0.08 -1.76
F: 2.27 5.75 0.10
F: 5.94 -1.12 -1.31
F: 2.31 7.09 -2.13
F: 4.67 0.00 0.73
F: -0.18 2.31 -2.06
O: -6.04 7.41 1.41
O: -6.22 8.62 -0.71
O: -8.25 7.92 0.48
O: -1.11 -0.24 0.48
N: 1.81 0.46 0.63
N: -7.75 5.83 -1.57
N: 0.15 1.54 2.44
N: -5.67 5.44 -0.51
N: -1.89 2.31 -0.13
N: 0.79 3.16 0.28
C: 4.97 -7.63 2.97
C: -1.12 1.30 3.18
C: 1.98 -0.31 -1.63
C: 0.44 4.24 -3.23
C: 1.55 -4.97 -0.30
C: 4.57 -7.91 1.67
C: -0.67 -3.18 2.56
C: -2.23 -3.02 -2.58
C: 2.34 0.45 2.00
C: -1.62 -10.09 -0.01
C: -1.18 -8.83 0.38
C: 0.43 -3.27 4.70
C: 0.59 -9.82 1.66
C: 3.95 -0.30 -0.37
C: 0.72 -6.23 -0.13
C: -3.30 -3.67 -1.98
C: 1.61 5.21 -0.94
C: -1.02 -2.91 -1.91
C: -2.65 1.84 -1.12
C: 3.98 -1.18 -2.60
C: 2.59 -0.02 -0.42
C: 0.54 -3.36 1.90
C: -0.07 -8.69 1.21
C: 3.25 -7.69 1.29
C: 4.63 -0.87 -1.43
C: 0.15 -11.09 1.27
C: 2.73 -6.93 3.50
C: 1.07 5.46 -3.28
C: 1.70 -3.49 2.67
C: 1.34 3.60 1.57
C: -6.77 6.16 -0.71
C: -3.15 -4.23 -0.72
C: 2.32 -7.20 2.19
C: 4.05 -7.15 3.89
C: -1.93 -4.13 -0.06
C: -0.73 -3.14 3.95
C: 2.63 -0.88 -2.70
C: -0.95 -11.23 0.44
C: 1.65 -3.44 4.06
C: -5.53 4.30 -1.17
C: 0.60 2.94 2.72
C: -7.60 4.69 -2.22
C: -0.85 -3.47 -0.64
C: 1.67 5.93 -2.12
C: 1.15 0.53 2.92
C: -3.83 2.43 -1.51
C: -2.31 3.43 0.49
C: -2.45 -0.64 0.63
C: 0.95 3.97 -0.84
C: -4.28 3.57 -0.85
C: -6.50 3.86 -2.05
C: 0.41 3.54 -2.05
C: -3.47 4.07 0.18
H: -0.28 -6.08 -0.54
H: 4.35 -6.94 4.91
H: -1.81 -4.62 0.91
H: -0.29 3.52 2.94
H: 2.41 3.39 1.61
H: -4.39 2.00 -2.33
H: 2.66 -3.61 2.18
H: -3.79 4.97 0.69
H: -0.19 -2.38 -2.37
H: 1.43 0.76 3.95
H: -1.42 0.27 3.03
H: 1.16 -7.06 -0.69
H: 2.01 -6.55 4.21
H: -3.97 -4.75 -0.25
H: -2.48 -10.19 -0.65
H: 1.22 2.94 3.62
H: 5.99 -7.80 3.27
H: -3.08 0.19 0.98
H: 0.68 -11.96 1.63
H: -1.59 -3.09 2.00
H: -4.25 -3.74 -2.50
H: -1.66 3.82 1.27
H: 2.87 -0.47 2.21
H: -2.85 -0.99 -0.33
H: 1.84 -4.88 -1.35
H: -1.72 -7.96 0.04
H: -2.29 0.95 -1.62
H: 0.64 -0.44 2.90
H: 1.21 4.67 1.71
H: 2.95 -7.93 0.27
H: 5.28 -8.29 0.95
H: 0.38 -3.25 5.79
H: 2.56 -3.55 4.63
H: -1.68 -3.02 4.44
H: -1.89 1.97 2.81
H: 1.46 -9.73 2.30
H: 3.03 1.28 2.16
H: -8.39 4.42 -2.90
H: 2.50 -5.04 0.25
H: -2.33 -2.59 -3.57
H: -6.43 2.92 -2.57
H: -1.28 -12.21 0.14
H: -2.53 -1.46 1.34
H: -0.96 1.48 4.24

Output
- Kohn-Sham gap (spin up / spin down): 5.5 / 5.6 eV
- LUMO energy (spin up / spin down): -1.74 / -1.61 eV
- ΔE to the lowest compared entry with this formula, charge and spin: 20.6 kJ/mol
- Electronic energy: -183069.17897 eV
- Spin multiplicity: 2


| no. | strongest force on any atom (hartree/bohr) |
| --- | --- |
| 1 | 0.0208 |
| 2 | 0.0144 |